Arrangement i

DFT (ωB97M-V/def2-TZVPD) results for C4H6N2OS in the gas phase.

Positions of all 14 atoms, in Å:
C 1.14602 -0.97466 -0.16079
C -1.29664 -0.65646 -0.18327
C -2.43048 0.19788 0.19205
C 0.12097 -0.31784 0.40421
N 2.67074 1.19610 -0.18562
N 1.68456 1.80220 -0.36554
O -1.48409 -1.54063 -0.92620
S 2.80059 -0.67598 0.23346
H 0.86185 -1.92501 -0.65961
H -2.32174 1.11625 -0.39966
H -2.41268 0.34952 1.25673
H -3.33589 -0.26562 -0.25074
H 0.32152 0.32876 1.21274
H 3.67528 1.36548 -0.16777

## Properties
Frontier orbital gap = 8.6 eV
2S+1 = 1



Arrangement ii

DFT (ωB97M-V/def2-TZVPD) results for 2 unconnected molecules or ions with the total composition C4H6N2OS.

Positions of all 14 atoms, in Å:
C 2.21856 -0.42733 -0.01210
C 1.40368 0.29563 -0.86032
C 1.49288 -1.61965 0.22276
C -2.50492 0.86050 1.39496
N 0.37865 -0.46420 -1.17603
N 0.32347 -1.62427 -0.43623
O -2.21080 1.17804 -1.10116
S -1.70977 1.58811 0.19332
H 3.21121 -0.17825 0.38564
H 1.54336 1.20221 -1.31536
H 1.97367 -2.32863 0.84183
H -3.39157 0.40387 1.24333
H -0.50174 -0.20075 -1.65015
H -2.22669 1.31473 2.26950

## Properties
Frontier orbital gap = 8.8 eV
2S+1 = 1



Arrangement iii

DFT (ωB97M-V/def2-TZVPD) results for C4H6N2OS in the gas phase.

Positions of all 14 atoms, in Å:
H -1.86424 2.57171 0.03457
N -0.83107 2.25777 0.11564
C -0.92930 0.99675 0.07437
S -2.45163 0.01140 -0.31538
C -1.49127 -1.47390 0.23691
O -0.16747 -1.12266 -0.17082
N 0.13429 0.10371 0.42807
C 1.45340 0.59110 -0.12533
C 2.43782 -0.34042 -0.21687
H -1.87827 -2.22857 -0.46483
H -1.58715 -1.65283 1.34422
H 1.52173 1.74414 -0.37966
H 2.26002 -1.51635 0.24975
H 3.39313 0.05814 -0.81063

## Properties
Frontier orbital gap = 9.6 eV
2S+1 = 1



arrangement iii is the least stable structure shown above.